A cluster of 10 separate species, C38H102N10O16 in total in a non-equilibrium geometry. Source: the Open Molecules 2025 dataset; level of theory: ωB97M-V/def2-TZVPD.

Each line ends with the Mulliken charge.
Geometry (Å):
C: 2.4858 0.5801 -2.2231  0.500
O: 3.4885 0.2330 -2.7777  -0.735
N: 1.3566 0.9614 -2.6910  0.003
N: 2.4954 0.7624 -0.9465  0.018
H: 1.2896 0.6695 -3.6556  0.220
H: 0.5993 1.2641 -2.0952  -0.275
H: 1.6184 1.1417 -0.6192  0.203
H: 3.3484 0.7480 -0.4060  0.024
C: 3.6979 3.0493 1.5709  0.696
O: 3.4156 4.2050 1.4850  -0.702
N: 3.1802 2.3189 2.4823  -0.349
N: 4.4966 2.4091 0.7581  -0.461
H: 2.4996 2.8091 3.0451  0.186
H: 3.4008 1.3417 2.6106  0.161
H: 4.8483 1.5484 1.1525  0.212
H: 4.9480 2.8250 -0.0439  0.175
C: 2.2075 -8.6427 4.3682  -0.639
O: 2.5452 -7.5059 3.5599  -0.373
C: 2.7497 -7.8185 2.2167  -0.660
C: 1.9990 -6.7351 1.3812  -0.919
N: 0.6647 -7.0526 1.0193  0.093
C: -0.1479 -7.6023 2.0798  -0.339
C: -0.9821 -8.7850 1.6582  -0.666
O: -2.1350 -8.1976 0.8595  -0.289
C: -2.9750 -9.1850 0.3669  -0.896
H: 1.2722 -9.0617 3.9970  0.304
H: 1.9350 -8.2981 5.3657  0.289
H: 2.9681 -9.4171 4.4685  0.304
H: 2.2926 -8.7569 1.9028  0.336
H: 3.8370 -7.7547 2.1744  0.475
H: 2.6627 -6.5913 0.5286  0.541
H: 1.9133 -5.7511 1.8423  0.187
H: 0.5802 -7.5035 0.1195  0.301
H: -0.8499 -6.8359 2.4084  0.079
H: 0.4425 -7.8111 2.9719  0.089
H: -1.5098 -9.2215 2.5062  0.435
H: -0.4873 -9.5463 1.0552  0.444
H: -2.7638 -10.1985 0.7080  0.414
H: -2.7936 -9.3701 -0.6918  0.328
H: -4.0051 -8.8841 0.5577  0.202
C: 2.8332 6.7871 -7.5171  -0.778
O: 2.2090 6.2865 -6.2891  -0.329
C: 0.9024 6.7075 -6.1423  -0.864
C: 0.1120 6.6624 -4.7772  0.126
N: -1.3611 6.9745 -4.9877  -0.419
C: -1.9829 7.3577 -3.6859  -1.102
C: -2.1141 6.3059 -2.6629  0.436
O: -2.7540 5.1917 -3.2734  -0.480
C: -2.0476 3.9500 -3.1201  -0.138
H: 2.4203 6.5283 -8.4921  0.304
H: 3.8639 6.4481 -7.4124  0.299
H: 3.0197 7.8610 -7.5090  0.335
H: 0.3877 6.0188 -6.8124  0.315
H: 0.7226 7.7380 -6.4486  0.340
H: 0.6011 7.4990 -4.2782  0.290
H: 0.2034 5.6184 -4.4775  0.022
H: -1.8461 6.1104 -5.1832  0.351
H: -2.9750 7.7581 -3.8942  0.348
H: -1.3479 8.1637 -3.3180  0.381
H: -2.8333 6.6169 -1.9051  0.505
H: -1.1000 6.1805 -2.2836  -0.280
H: -1.2245 3.8470 -3.8271  0.155
H: -2.6445 3.0415 -3.2002  0.347
H: -1.6703 3.9298 -2.0977  -0.208
C: -0.1874 -4.0604 -0.5363  -1.162
O: -0.7671 -2.7031 -0.5099  -0.201
C: -1.1791 -2.1792 -1.7952  -0.677
C: -1.7511 -0.8071 -1.5609  -0.661
N: -0.8034 -0.1021 -0.7718  1.051
C: -1.4526 1.1215 -0.2711  -0.327
C: -0.3417 2.0802 0.2370  -1.223
O: 0.0151 3.0248 -0.7277  -0.103
C: 0.4973 4.2817 -0.3108  -0.353
H: -0.6164 -4.7987 -1.2138  0.407
H: -0.2305 -4.3940 0.5005  0.204
H: 0.8949 -4.0652 -0.6654  0.407
H: -2.0257 -2.6892 -2.2549  0.422
H: -0.3706 -2.1640 -2.5261  0.290
H: -2.7791 -0.7114 -1.2114  0.175
H: -1.9084 -0.3365 -2.5314  0.293
H: -0.5234 -0.6798 0.0080  -0.199
H: -2.1506 0.9291 0.5436  -0.273
H: -2.0033 1.6788 -1.0289  0.394
H: 0.4853 1.5786 0.7395  0.418
H: -0.8026 2.7022 1.0043  0.756
H: 0.7465 4.9865 -1.1041  0.252
H: 1.3626 4.2220 0.3494  -0.059
H: -0.3744 4.6802 0.2083  0.355
C: -4.7941 -6.1844 1.4000  -0.798
O: -5.2745 -4.8620 1.7959  -0.391
C: -4.2276 -4.1174 2.4648  -0.241
C: -4.5349 -2.5944 2.2166  -0.143
N: -5.3192 -2.0043 3.2924  -0.458
C: -5.7871 -0.6988 2.9835  -0.536
C: -4.7056 0.2733 2.5699  0.064
O: -5.0873 1.6163 2.7522  -0.461
C: -6.1062 2.0388 1.8195  -0.712
H: -5.7228 -6.7155 1.1914  0.304
H: -4.0997 -6.6145 2.1217  0.338
H: -4.2049 -6.2249 0.4839  0.334
H: -3.2534 -4.2695 2.0000  0.097
H: -4.1708 -4.3912 3.5183  0.333
H: -5.0374 -2.4298 1.2635  0.098
H: -3.5494 -2.1336 2.1491  0.142
H: -6.1378 -2.5765 3.4424  0.278
H: -6.4002 -0.3690 3.8222  0.337
H: -6.4625 -0.7928 2.1331  0.406
H: -4.0405 0.1134 1.7212  -0.201
H: -3.9352 0.2996 3.3406  0.370
H: -5.9678 1.7791 0.7700  0.251
H: -6.0192 3.1096 2.0033  0.269
H: -7.0601 1.6013 2.1140  0.299
C: 1.9209 7.5295 0.2252  -0.455
O: 1.3512 8.2364 1.3090  -0.395
C: 0.0030 7.8909 1.7199  -0.304
C: 0.0212 6.7042 2.6591  -0.331
N: 0.4939 7.0380 4.0199  0.105
C: -0.2652 7.9602 4.8611  -0.669
C: -1.7699 7.6589 5.2457  -0.611
O: -2.2017 8.4771 6.3474  -0.392
C: -3.4997 7.9983 6.8513  -0.663
H: 1.3950 7.6708 -0.7190  0.278
H: 2.2472 6.5305 0.5144  0.116
H: 2.8799 7.9972 0.0024  0.333
H: -0.4884 7.6601 0.7748  0.272
H: -0.4509 8.7080 2.2805  0.327
H: 0.6335 5.8575 2.3486  0.195
H: -0.9894 6.2997 2.7158  0.256
H: 1.4870 7.2220 4.0219  0.357
H: -0.0755 8.9285 4.3979  0.442
H: 0.2788 8.0390 5.8024  0.403
H: -2.0209 6.6017 5.3328  0.501
H: -2.4886 7.8498 4.4488  0.425
H: -4.0237 7.7361 5.9322  0.318
H: -4.0634 8.7689 7.3773  0.264
H: -3.3923 7.2152 7.6018  0.267
C: 8.1029 -5.8380 0.8263  -0.606
O: 7.2851 -4.8201 0.2335  -0.357
C: 5.9600 -5.1754 -0.2787  -0.314
C: 6.0269 -4.2410 -1.6082  -0.621
N: 4.6860 -4.4031 -2.2711  -0.139
C: 4.5261 -3.3812 -3.2730  -0.880
C: 3.0971 -3.5081 -3.8961  -0.217
O: 3.1406 -4.5639 -4.8124  -0.382
C: 2.2806 -4.5743 -5.9997  -0.745
H: 7.4196 -6.5655 1.2645  0.233
H: 8.6863 -5.4785 1.6740  0.232
H: 8.6510 -6.2470 -0.0225  0.266
H: 5.1738 -4.9999 0.4556  0.240
H: 5.8063 -6.2233 -0.5363  0.382
H: 6.8596 -4.3937 -2.2949  0.286
H: 6.0010 -3.1966 -1.2975  0.282
H: 4.4837 -5.2639 -2.7592  0.227
H: 5.1926 -3.5341 -4.1218  0.275
H: 4.5058 -2.4122 -2.7742  0.592
H: 2.9148 -2.6159 -4.4952  0.427
H: 2.3274 -3.5834 -3.1280  0.016
H: 2.7057 -5.4133 -6.5507  0.259
H: 2.3534 -3.7199 -6.6725  0.306
H: 1.2319 -4.6537 -5.7134  0.279
O: -5.5487 -1.7181 -1.5547  -0.608
H: -5.3524 -0.8134 -1.3115  0.288
H: -6.3215 -1.9436 -1.0368  0.280
O: 0.1462 -1.2660 2.3308  -0.649
H: -0.1823 -1.8800 1.6740  0.266
H: 1.0590 -1.5221 2.4634  0.307

As for the net charge: +1. As for the energy: -3259.6423 a.u. The HOMO-LUMO gap (alpha / beta) comes out at 7.201 / 2.269 eV. As for the multiplicity: 2.